# 1
{"formula": "C69H149N7O16", "method": "wB97M-V/def2-TZVPD", "elements": ["C", "C", "C", "N", "C", "C", "C", "C", "C", "C", "H", "H", "H", "H", "H", "H", "H", "H", "H", "H", "H", "H", "H", "H", "H", "H", "H", "H", "H", "H", "C", "C", "C", "N", "C", "C", "C", "C", "C", "C", "H", "H", "H", "H", "H", "H", "H", "H", "H", "H", "H", "H", "H", "H", "H", "H", "H", "H", "H", "H", "C", "C", "C", "N", "C", "C", "C", "C", "C", "C", "H", "H", "H", "H", "H", "H", "H", "H", "H", "H", "H", "H", "H", "H", "H", "H", "H", "H", "H", "H", "C", "C", "C", "N", "C", "C", "C", "C", "C", "C", "H", "H", "H", "H", "H", "H", "H", "H", "H", "H", "H", "H", "H", "H", "H", "H", "H", "H", "H", "H", "C", "C", "C", "N", "C", "C", "C", "C", "C", "C", "H", "H", "H", "H", "H", "H", "H", "H", "H", "H", "H", "H", "H", "H", "H", "H", "H", "H", "H", "H", "C", "N", "C", "C", "C", "C", "O", "H", "H", "H", "H", "H", "H", "H", "H", "H", "H", "H", "H", "H", "H", "C", "N", "C", "C", "C", "C", "O", "H", "H", "H", "H", "H", "H", "H", "H", "H", "H", "H", "H", "H", "H", "C", "C", "O", "O", "H", "H", "H", "C", "C", "O", "O", "H", "H", "H", "C", "C", "O", "O", "H", "H", "H", "C", "C", "O", "O", "H", "H", "H", "C", "C", "O", "O", "H", "H", "H", "C", "C", "O", "O", "H", "H", "H", "C", "C", "O", "O", "H", "H", "H"], "positions_angstrom": [[3.761, 1.320, 2.873], [3.447, 2.537, 3.776], [1.991, 2.518, 4.195], [1.513, 3.821, 4.976], [2.402, 3.987, 6.238], [1.828, 5.082, 7.159], [0.388, 4.732, 7.558], [-0.484, 4.653, 6.294], [0.073, 3.609, 5.387], [1.601, 5.100, 4.137], [4.776, 1.287, 2.478], [3.152, 1.414, 1.974], [3.678, 0.300, 3.246], [3.609, 3.434, 3.178], [4.194, 2.496, 4.568], [1.855, 1.608, 4.780], [1.315, 2.518, 3.340], [2.290, 3.066, 6.811], [3.384, 4.279, 5.865], [2.533, 5.278, 7.967], [1.863, 6.028, 6.619], [0.349, 3.816, 8.147], [0.014, 5.453, 8.285], [-1.522, 4.346, 6.422], [-0.575, 5.655, 5.875], [-0.095, 2.659, 5.894], [-0.529, 3.549, 4.481], [1.043, 5.978, 4.461], [1.167, 4.752, 3.199], [2.618, 5.274, 3.785], [-9.406, 1.108, -4.250], [-8.469, 1.887, -3.209], [-8.298, 1.211, -1.822], [-7.513, 2.118, -0.821], [-7.204, 1.256, 0.484], [-6.318, 0.023, 0.282], [-5.014, 0.284, -0.507], [-5.098, 1.417, -1.577], [-6.102, 2.544, -1.334], [-8.347, 3.379, -0.453], [-8.963, 0.144, -4.503], [-9.705, 1.637, -5.155], [-10.392, 0.895, -3.838], [-8.941, 2.860, -3.071], [-7.532, 2.102, -3.723], [-7.686, 0.311, -1.877], [-9.253, 1.006, -1.339], [-8.200, 0.961, 0.812], [-6.787, 1.871, 1.282], [-6.854, -0.752, -0.266], [-6.094, -0.371, 1.273], [-4.687, -0.671, -0.918], [-4.251, 0.514, 0.237], [-5.369, 1.065, -2.572], [-4.154, 1.946, -1.708], [-6.217, 3.067, -2.284], [-5.769, 3.191, -0.523], [-7.928, 3.964, 0.366], [-9.326, 3.018, -0.138], [-8.531, 3.991, -1.335], [-5.437, -6.654, -4.201], [-4.360, -6.841, -3.170], [-3.036, -6.573, -3.824], [-1.804, -7.048, -2.916], [-0.509, -6.744, -3.745], [0.783, -6.764, -2.898], [0.682, -5.914, -1.567], [-0.588, -6.191, -0.753], [-1.750, -6.060, -1.667], [-2.035, -8.528, -2.596], [-5.394, -7.510, -4.875], [-5.337, -5.730, -4.769], [-6.426, -6.756, -3.753], [-4.569, -7.746, -2.599], [-4.546, -6.050, -2.444], [-2.933, -5.496, -3.954], [-2.915, -7.180, -4.721], [-0.527, -5.693, -4.034], [-0.500, -7.451, -4.575], [1.519, -6.263, -3.526], [1.060, -7.798, -2.692], [0.799, -4.837, -1.679], [1.484, -6.240, -0.906], [-0.635, -5.472, 0.065], [-0.530, -7.080, -0.125], [-1.712, -5.078, -2.140], [-2.657, -6.078, -1.063], [-2.123, -9.093, -3.524], [-2.859, -8.674, -1.898], [-1.128, -8.960, -2.172], [9.152, 4.716, 0.113], [8.692, 3.543, -0.771], [7.404, 2.978, -0.205], [6.539, 2.303, -1.323], [5.301, 1.618, -0.654], [4.433, 0.802, -1.691], [5.240, -0.251, -2.427], [6.508, 0.439, -3.056], [7.356, 1.233, -2.100], [6.061, 3.406, -2.313], [8.605, 5.654, 0.022], [10.115, 5.148, -0.160], [9.333, 4.475, 1.161], [9.455, 2.791, -0.570], [8.753, 3.698, -1.849], [6.723, 3.691, 0.259], [7.622, 2.261, 0.587], [5.744, 1.057, 0.169], [4.706, 2.387, -0.160], [3.671, 0.312, -1.085], [3.964, 1.354, -2.505], [5.466, -0.987, -1.656], [4.671, -0.738, -3.219], [7.084, -0.389, -3.469], [6.234, 1.018, -3.937], [7.605, 0.524, -1.310], [8.239, 1.714, -2.521], [5.178, 3.157, -2.901], [6.890, 3.591, -2.996], [5.764, 4.305, -1.773], [0.150, -6.695, 3.317], [-0.106, -5.249, 3.953], [1.126, -4.581, 4.666], [0.783, -3.173, 5.280], [2.042, -2.724, 6.046], [2.349, -3.705, 7.241], [1.200, -3.807, 8.191], [-0.133, -4.157, 7.531], [-0.475, -3.243, 6.308], [0.437, -2.214, 4.168], [-0.595, -6.938, 2.560], [0.203, -7.447, 4.104], [1.026, -6.722, 2.668], [-0.956, -5.335, 4.630], [-0.431, -4.521, 3.209], [2.056, -4.579, 4.098], [1.362, -5.303, 5.448], [2.840, -2.645, 5.308], [1.798, -1.731, 6.423], [2.659, -4.681, 6.867], [3.185, -3.341, 7.837], [1.376, -4.619, 8.897], [1.161, -2.874, 8.753], [-0.065, -5.146, 7.080], [-1.003, -4.164, 8.188], [-1.391, -3.477, 5.766], [-0.511, -2.260, 6.776], [0.426, -1.159, 4.444], [-0.575, -2.432, 3.829], [1.129, -2.273, 3.328], [0.284, -1.592, -1.391], [-0.233, -0.594, -0.353], [-1.464, -1.208, 0.427], [0.785, -0.040, 0.648], [-0.908, 0.591, -1.117], [-0.136, 1.073, -2.369], [1.074, 1.587, -1.917], [1.222, -1.179, -1.762], [-0.476, -1.684, -2.168], [0.293, -2.530, -0.835], [-2.197, -1.628, -0.262], [-1.888, -0.437, 1.070], [-1.080, -1.990, 1.082], [1.756, 0.168, 0.197], [1.052, -0.887, 1.280], [0.447, 0.882, 1.120], [-1.170, 1.393, -0.426], [-1.828, 0.177, -1.528], [-0.637, 1.918, -2.840], [0.043, 0.313, -3.130], [1.498, 2.108, -2.603], [2.349, 4.337, -0.222], [1.950, 5.838, -0.655], [0.581, 5.849, -1.390], [1.660, 6.719, 0.604], [2.981, 6.539, -1.505], [3.345, 5.843, -2.843], [2.301, 5.941, -3.765], [1.862, 4.158, 0.737], [3.434, 4.244, -0.183], [2.167, 3.587, -0.993], [-0.188, 5.402, -0.761], [0.671, 5.261, -2.304], [0.142, 6.840, -1.507], [2.538, 6.717, 1.249], [0.720, 6.400, 1.055], [1.479, 7.706, 0.179], [3.801, 6.645, -0.795], [2.569, 7.527, -1.711], [3.559, 4.778, -2.754], [4.271, 6.226, -3.272], [2.337, 5.178, -4.346], [3.038, 1.629, -5.702], [2.627, 2.974, -5.092], [2.251, 2.933, -3.917], [2.601, 4.005, -5.785], [2.265, 1.007, -6.153], [3.578, 0.996, -4.997], [3.766, 1.804, -6.494], [-2.775, 3.605, 0.400], [-1.718, 3.327, 1.418], [-0.974, 4.268, 1.716], [-1.738, 2.230, 1.983], [-3.135, 4.613, 0.604], [-3.596, 2.887, 0.396], [-2.336, 3.546, -0.595], [-3.565, -4.307, 1.631], [-3.896, -3.227, 2.577], [-5.001, -3.246, 3.106], [-3.027, -2.363, 2.879], [-4.451, -4.710, 1.141], [-3.039, -5.167, 2.045], [-2.978, -3.952, 0.784], [-2.048, 3.924, -4.205], [-3.388, 3.810, -5.004], [-4.382, 3.467, -4.332], [-3.383, 4.170, -6.211], [-1.140, 3.762, -4.785], [-1.992, 3.328, -3.295], [-2.072, 4.922, -3.768], [0.757, -2.239, -5.012], [1.619, -2.120, -6.278], [2.709, -2.706, -6.392], [0.960, -1.748, -7.308], [-0.271, -1.894, -5.117], [1.204, -1.632, -4.224], [0.743, -3.264, -4.641], [-4.988, -2.943, -2.819], [-3.604, -2.672, -3.462], [-3.374, -2.993, -4.643], [-2.766, -1.976, -2.774], [-5.101, -2.611, -1.787], [-5.103, -4.024, -2.737], [-5.734, -2.541, -3.504], [3.388, -3.301, -0.803], [3.333, -2.861, 0.712], [3.778, -1.668, 0.972], [2.922, -3.656, 1.611], [2.426, -3.701, -1.125], [4.159, -4.066, -0.895], [3.659, -2.429, -1.396]], "mulliken_charge": [-1.07, -0.03, -0.23, 0.76, -0.71, -0.72, -0.93, -0.66, -0.45, -1.20, 0.38, -0.19, 0.46, 0.11, 0.33, 0.20, 0.07, 0.36, 0.47, 0.44, 0.36, 0.32, 0.43, 0.49, 0.28, 0.42, 0.10, 0.42, 0.37, 0.37, -1.44, -0.24, -0.40, 0.25, -0.81, -0.88, 1.09, 0.21, -1.68, -0.98, 0.35, 0.40, 0.36, 0.22, 0.32, 0.24, 0.44, 0.45, 0.44, 0.34, 0.49, -0.60, -0.33, 0.53, -0.09, 0.71, 0.51, 0.33, 0.42, 0.34, -1.73, 0.18, -0.50, 0.32, -0.61, -1.13, 0.60, -0.58, -0.56, -0.97, 0.49, 0.35, 0.40, 0.35, -0.01, 0.16, 0.63, 0.42, 0.48, 0.58, 0.33, -1.12, 0.66, 0.23, 0.26, 0.22, 0.36, 0.32, 0.37, 0.38, -1.63, -0.36, -0.89, 0.59, -0.67, 2.27, -1.39, -1.12, -0.65, -1.03, 0.38, 0.43, 0.35, 0.33, 0.41, 0.45, 0.62, 0.18, 0.05, -0.59, -0.97, 0.69, 0.51, 0.56, 0.39, 0.42, 0.57, 0.33, 0.43, 0.32, -1.49, 0.15, -0.67, 0.72, -0.73, -0.68, -0.66, -0.63, -0.75, -1.53, 0.35, 0.40, 0.39, 0.20, -0.18, 0.51, 0.41, 0.49, 0.38, 0.33, 0.41, 0.35, 0.30, 0.23, 0.47, 0.51, 0.45, 0.53, 0.31, 0.34, 0.04, 0.72, -0.49, 0.93, 0.69, 0.17, 1.36, -0.33, -0.12, 0.38, 0.08, 0.39, -0.02, -0.67, -0.18, -0.04, -0.28, -0.11, -0.24, 0.12, -0.48, 0.23, 0.53, -0.80, -0.92, -0.80, 0.37, -0.63, -0.15, 0.01, -0.04, 0.13, 0.35, 0.43, 0.34, 0.28, 0.43, 0.47, 0.41, -0.62, 0.51, 0.32, -1.09, 0.70, -1.22, -0.80, 0.36, -0.07, 0.40, -0.69, 0.71, -0.70, -0.62, 0.52, -0.06, -0.09, -0.20, 0.19, -0.80, -0.61, 0.48, 0.21, -0.21, -0.01, 0.12, -0.59, -0.78, 0.25, -0.35, 0.27, 0.82, 0.31, -0.79, -0.78, 0.28, -0.59, -0.26, -0.56, 0.52, -0.76, -0.49, 0.01, -0.06, 0.25, 0.59, 0.46, -0.53, -0.73, -0.70, 0.55, -0.36], "relative_energy_kj_mol": 807.59, "total_charge": 0, "homo_lumo_gap_ev": 3.2}

# 2
{"formula": "CH2FPS", "method": "wB97M-V/def2-TZVPD", "elements": ["F", "P", "C", "S", "H", "H"], "positions_angstrom": [[-1.875, 0.652, 0.411], [-0.870, -0.501, -0.130], [0.577, 0.466, -0.179], [2.165, -0.946, -0.748], [-0.604, -1.106, 1.023], [0.607, 1.435, -0.378]], "nbo_charge": [-0.58, 1.02, -0.47, -0.06, -0.07, 0.16], "relative_energy_kj_mol": 351.85, "total_charge": 0, "homo_lumo_gap_ev": [8.6, 6.6]}

# 3
{"formula": "C30H32CuFN4O2", "method": "wB97M-V/def2-TZVPD", "elements": ["Cu", "C", "C", "C", "C", "C", "N", "C", "C", "C", "N", "C", "C", "C", "C", "C", "C", "C", "C", "N", "C", "C", "C", "N", "C", "C", "C", "C", "O", "C", "O", "H", "H", "H", "H", "H", "H", "H", "H", "H", "H", "H", "H", "H", "H", "H", "H", "H", "H", "H", "H", "H", "H", "H", "H", "H", "H", "H", "H", "F", "C", "C", "C", "C", "C", "C", "H", "H", "H", "H"], "positions_angstrom": [[-0.319, 1.283, 0.883], [5.483, -0.990, 4.248], [4.326, -0.817, 3.305], [4.375, -1.194, 1.995], [3.259, -1.082, 1.121], [3.470, -1.528, -0.198], [2.625, -1.974, -1.098], [1.275, -2.499, -0.886], [0.594, -2.788, -2.223], [-0.449, -3.908, -2.130], [-1.246, -3.848, -0.907], [-1.792, -2.758, -0.372], [-2.168, -1.574, -0.975], [-2.480, -1.383, -2.359], [-3.060, -0.241, -2.806], [-3.409, -0.014, -4.249], [-3.332, 0.795, -1.859], [-2.981, 0.717, -0.549], [-3.110, 1.873, 0.344], [-2.150, 2.235, 1.091], [-2.324, 3.374, 1.989], [-1.354, 3.308, 3.169], [-1.112, 1.895, 3.700], [-0.075, 1.224, 2.918], [0.907, 0.704, 3.535], [2.039, 0.008, 2.937], [3.123, -0.235, 3.751], [2.066, -0.395, 1.554], [1.151, -0.108, 0.732], [-2.331, -0.479, -0.032], [-1.899, -0.552, 1.134], [6.352, -1.396, 3.732], [5.230, -1.672, 5.062], [5.774, -0.039, 4.695], [5.285, -1.637, 1.603], [4.502, -1.538, -0.540], [3.021, -2.167, -2.007], [0.710, -1.771, -0.304], [1.372, -3.408, -0.284], [1.330, -3.110, -2.967], [0.142, -1.872, -2.604], [0.055, -4.874, -2.110], [-1.084, -3.908, -3.016], [-1.152, -4.636, -0.288], [-1.940, -2.806, 0.703], [-2.311, -2.190, -3.061], [-3.192, -0.895, -4.851], [-2.834, 0.821, -4.654], [-4.467, 0.226, -4.369], [-3.788, 1.709, -2.229], [-4.052, 2.428, 0.349], [-3.357, 3.400, 2.345], [-2.147, 4.293, 1.423], [-1.752, 3.927, 3.973], [-0.390, 3.744, 2.893], [-2.022, 1.293, 3.623], [-0.820, 1.934, 4.753], [0.949, 0.786, 4.626], [3.060, 0.075, 4.790], [-0.208, 2.700, -5.057], [-0.168, 2.429, -3.734], [-0.657, 3.362, -2.842], [-0.639, 3.053, -1.486], [-0.139, 1.842, -1.002], [0.381, 0.959, -1.947], [0.365, 1.230, -3.312], [-1.041, 4.305, -3.210], [-1.044, 3.791, -0.801], [0.817, 0.027, -1.613], [0.756, 0.535, -4.046]], "mulliken_spin": [0.74, 0.00, 0.00, 0.00, 0.01, 0.00, 0.00, 0.00, 0.00, 0.00, 0.00, 0.00, 0.00, 0.00, 0.00, 0.00, 0.00, 0.00, 0.00, 0.07, 0.01, 0.00, 0.00, 0.03, 0.01, -0.01, 0.00, 0.01, 0.01, -0.01, 0.00, 0.00, 0.00, 0.00, 0.00, 0.00, 0.00, 0.00, 0.00, 0.00, 0.00, 0.00, 0.00, 0.00, 0.00, 0.00, 0.00, 0.00, 0.00, 0.00, 0.01, 0.00, 0.00, 0.00, 0.00, 0.00, 0.00, 0.00, 0.00, 0.00, -0.01, 0.01, -0.08, 0.30, -0.13, 0.01, 0.00, 0.01, 0.01, 0.00], "spin_multiplicity": 2, "s_squared": 0.754, "total_charge": 1, "homo_lumo_gap_ev": [6.9, 6.8]}

# 4
{"formula": "C5H8", "method": "wB97M-V/def2-TZVPD", "elements": ["C", "C", "C", "C", "C", "H", "H", "H", "H", "H", "H", "H", "H"], "positions_angstrom": [[-0.705, -2.326, 0.673], [-0.611, -1.433, -0.285], [0.345, -0.256, -0.134], [-0.071, 0.983, -0.371], [0.664, 2.212, -0.070], [-1.258, -3.268, 0.522], [-0.128, -2.586, 1.562], [-1.155, -1.404, -1.222], [1.250, -0.593, 0.365], [-0.980, 1.098, -0.997], [1.538, 1.972, 0.536], [0.084, 2.957, 0.470], [1.027, 2.645, -1.049]], "nbo_charge": [-0.42, -0.20, -0.23, -0.16, -0.64, 0.19, 0.21, 0.21, 0.20, 0.19, 0.21, 0.22, 0.22], "relative_energy_kj_mol": 127.82, "total_charge": 0, "homo_lumo_gap_ev": 10.1}

E_tot (eV)
-117147.038; -23907.093; -89035.591; -5312.842